Density functional theory data (the ωB97M-V functional and the def2-TZVPD basis) for C26H41BN11PPd as an isolated structure.

Each line ends with the Mulliken charge.
CARTESIAN COORDINATES (ANGSTROEM)
Pd 0.29447 -0.43982 -0.59535  -1.042
C 3.62161 -1.73426 3.48717  -1.443
C 2.36231 -1.05736 3.05723  0.657
C 1.03910 -1.53247 3.15195  -1.245
C 0.27957 -0.54607 2.57025  -0.225
N 1.11712 0.43917 2.16157  1.995
N 2.39020 0.12365 2.47239  -1.342
B 0.89878 1.83421 1.58689  0.410
N 1.97243 2.03658 0.50152  1.103
C 3.08204 2.78773 0.48445  -0.231
C 3.80306 2.45402 -0.64442  -1.523
C 3.04556 1.44304 -1.26258  0.435
C 3.34773 0.67883 -2.50768  -1.316
N 1.95441 1.20376 -0.55459  -0.772
N -0.49206 1.98639 0.92355  2.442
C -1.69037 1.79924 1.52563  -0.779
C -2.65503 2.40313 0.75032  -1.388
C -1.93286 2.99675 -0.30271  0.539
C -2.45421 3.81600 -1.43707  -1.505
N -0.64019 2.73928 -0.18263  -0.937
N 1.03276 2.91647 2.67337  0.643
C 1.00970 4.24844 2.46654  -0.340
C 0.92507 4.86252 3.69625  -1.298
C 0.88534 3.79533 4.61658  0.700
C 0.77427 3.84638 6.10513  -1.263
N 0.94523 2.63121 3.98537  -1.203
H 3.51755 -2.15694 4.48821  0.350
H 4.44556 -1.02219 3.49408  0.374
H 3.88028 -2.54939 2.80662  0.228
H 0.69617 -2.47393 3.54861  0.375
H -0.77835 -0.51947 2.37581  0.321
H 3.28526 3.48674 1.27869  0.533
H 4.73980 2.87165 -0.97399  0.386
H 4.11262 1.18856 -3.09429  0.400
H 2.45159 0.56852 -3.11958  0.196
H 3.70867 -0.32274 -2.26839  0.183
H -1.77393 1.29676 2.47411  0.644
H -3.71817 2.43189 0.92741  0.414
H -3.45333 3.48772 -1.72789  0.316
H -1.79248 3.72459 -2.29858  0.346
H -2.51738 4.87425 -1.17215  0.336
H 1.02910 4.65079 1.46479  0.608
H 0.90104 5.92132 3.89693  0.369
H 1.27762 4.72568 6.50979  0.331
H 1.22717 2.95573 6.53937  0.363
H -0.26903 3.88472 6.42820  0.208
C 0.58524 -3.82183 0.46216  -1.427
C 1.07634 -3.51069 -0.94928  2.104
C 2.16389 -4.51220 -1.34932  -1.870
C 1.56207 -2.07157 -1.05285  -1.923
H 0.17203 -4.83313 0.54312  0.498
H -0.16689 -3.09709 0.77699  0.078
H 1.41536 -3.73802 1.16934  0.389
H 0.23685 -3.66131 -1.64487  -0.642
H 3.03130 -4.40930 -0.69104  0.369
H 2.50473 -4.33102 -2.37132  0.402
H 1.80969 -5.54688 -1.28351  0.438
H 2.00768 -1.89420 -2.03989  0.422
H 2.36652 -1.92325 -0.31141  0.779
C -4.52540 -1.82308 -2.34867  -0.949
N -3.52513 -2.88248 -2.24510  0.099
C -2.93132 -3.08756 -3.56175  -0.934
N -2.37652 -1.88209 -4.16726  0.128
C -3.41758 -0.86004 -4.20051  -0.924
N -4.01747 -0.57172 -2.90306  0.139
C -3.04040 0.05362 -1.99421  -1.310
P -1.53741 -0.99410 -1.65339  2.722
C -2.49596 -2.53839 -1.25464  -1.130
C -1.20409 -1.40572 -3.42360  -1.331
H -4.94203 -1.63225 -1.35722  0.390
H -5.32791 -2.17984 -3.00229  0.324
H -3.71004 -3.47097 -4.22887  0.273
H -2.14064 -3.83717 -3.47976  0.435
H -4.21300 -1.21140 -4.86556  0.305
H -2.99800 0.06018 -4.61248  0.386
H -3.52781 0.28606 -1.04393  0.464
H -2.72175 1.00984 -2.41759  0.362
H -2.97379 -2.40458 -0.27896  0.395
H -1.80024 -3.37181 -1.15059  0.375
H -0.40942 -2.15497 -3.46401  0.381
H -0.81469 -0.50746 -3.91156  0.430

Values from the calculation:
Net charge: -1
Highest occupied orbital energy (spin up / spin down), eV: -2.9774 / -4.7782
Multiplicity: 2
LUMO (spin up / spin down), eV: 2.7 / 2.7
Frontier orbital gap (spin up / spin down), Ha: 0.208 / 0.273
Max |F|, Eh/bohr: 0.0120